*1*
# C2H3BF2O

A single C2H3BF2O molecule (ωB97M-V with the def2-TZVPD basis set, OMol25).

SMILES: B[C@@H](F)C(=O)F
E_LUMO in eV: -0.272
Molecular weight in u: 91.85
HOMO in eV: -11.712

Last column: Mulliken charge in e.
Geometry (Å):
F: 1.215 1.496 0.268  -0.212
F: 0.163 -1.933 0.281  -0.267
O: 2.222 -0.156 -0.600  -0.438
C: 1.298 0.188 0.044  0.518
C: 0.007 -0.522 0.243  0.307
B: -1.184 0.224 -0.401  0.045
H: -0.473 -0.301 1.246  0.078
H: -2.050 -0.334 -0.861  -0.028
H: -1.198 1.337 -0.219  -0.003

*2*
# C2H3BF2O

A molecular structure, C2H3BF2O (ωB97M-V with the def2-TZVPD basis set, OMol25).

E_LUMO in eV: -1.350
Molecular weight in u: 91.85
HOMO in eV: -11.152

Last column: Mulliken charge in e.
Geometry (Å):
F: 0.852 -0.333 1.449  -0.288
F: 1.671 0.808 -0.476  -0.211
O: 0.153 2.439 -0.774  -0.458
C: 0.388 1.254 -0.650  0.516
C: -0.168 -0.887 0.589  -0.170
B: -0.719 0.143 -0.367  0.147
H: -0.868 -1.186 1.366  0.219
H: -1.441 -0.119 -1.211  -0.008
H: 0.132 -2.118 0.074  0.252

The data favor *1*; the next most stable structure lies 77.5 kJ/mol above it.

*1*
# C4H12O2

2 unconnected molecules or ions with the total composition C4H12O2 (ωB97M-V with the def2-TZVPD basis set, OMol25).

SMILES: CC(C)O.CO
E_LUMO in eV: 0.781
Molecular weight in u: 92.14
HOMO in eV: -9.912

Last column: Mulliken charge in e.
Geometry (Å):
O: -2.540 1.079 -0.832  -0.478
O: 2.765 -0.808 0.393  -0.550
C: 1.410 -0.368 0.350  0.674
C: 1.327 1.114 0.115  -1.067
C: -2.922 -0.141 -1.416  -0.603
C: 0.523 -0.944 1.421  -1.202
H: -0.567 -0.824 1.127  0.168
H: 1.886 1.709 0.844  0.304
H: 1.778 1.326 -0.855  0.320
H: -3.251 1.667 -0.586  0.281
H: 0.445 -0.384 2.349  0.368
H: -2.350 -0.267 -2.316  0.230
H: 0.942 -0.801 -0.580  0.073
H: 3.003 -1.007 1.308  0.314
H: 0.689 -2.014 1.710  0.364
H: -3.074 -0.855 -0.597  0.251
H: 0.288 1.333 -0.166  0.227
H: -4.010 -0.212 -1.628  0.327

*2*
# C4H12O2

2 unconnected molecules or ions with the total composition C4H12O2 (ωB97M-V with the def2-TZVPD basis set, OMol25).

SMILES: CC[C@H](C)O.O
E_LUMO in eV: 0.914
Molecular weight in u: 92.14
HOMO in eV: -10.351

Last column: Mulliken charge in e.
Geometry (Å):
O: -0.243 1.577 -0.248  -0.584
O: 2.510 -0.364 -2.262  -0.649
C: 0.178 0.252 0.097  0.121
C: -2.203 -0.670 -0.007  -1.161
C: 1.499 0.337 0.898  -1.043
C: -0.986 -0.345 0.855  -0.558
H: -2.203 -1.616 -0.537  0.281
H: 1.384 1.279 1.438  0.316
H: -0.779 -1.118 1.621  0.366
H: 0.258 -0.244 -0.870  0.228
H: 1.513 -0.404 1.699  0.320
H: -2.223 0.117 -0.761  0.328
H: -1.351 0.219 1.749  0.322
H: 2.246 -0.912 -3.006  0.294
H: -0.456 2.166 0.461  0.352
H: 2.342 0.415 0.218  0.271
H: 1.700 -0.212 -1.781  0.428
H: -3.187 -0.477 0.438  0.371

The data favor *2*; the next most stable structure lies 55.4 kJ/mol above it.

*1*
# C4H12O2

2 unconnected molecules or ions with the total composition C4H12O2 (ωB97M-V with the def2-TZVPD basis set, OMol25).

SMILES: CCO.CCO
E_LUMO in eV: 0.770
Molecular weight in u: 92.14
HOMO in eV: -9.986

Last column: Mulliken charge in e.
Geometry (Å):
O: 1.406 1.447 -1.740  -0.501
O: 0.184 -0.240 3.605  -0.526
C: -1.717 -1.255 2.477  -0.937
C: -1.114 -0.052 3.220  -0.231
C: 0.660 -0.341 -3.040  -1.063
C: 1.416 0.938 -3.070  -0.207
H: -0.416 -0.179 -2.989  0.268
H: 1.038 1.731 -3.716  0.275
H: 1.027 -1.059 -2.308  0.298
H: 2.344 0.750 -3.610  0.280
H: -1.726 0.263 4.065  0.267
H: -0.922 -1.702 1.881  0.273
H: 1.984 2.212 -1.784  0.292
H: 0.788 0.481 3.412  0.308
H: -1.218 0.812 2.564  0.270
H: -2.550 -0.803 1.939  0.290
H: 0.785 -0.874 -3.983  0.358
H: -1.969 -2.129 3.077  0.287

*2*
# C4H12O2

2 unconnected molecules or ions with the total composition C4H12O2 (ωB97M-V with the def2-TZVPD basis set, OMol25).

SMILES: CCO.CCO
E_LUMO in eV: 0.847
Molecular weight in u: 92.14
HOMO in eV: -9.804

Last column: Mulliken charge in e.
Geometry (Å):
O: 0.965 0.380 -0.450  -0.551
O: -0.996 -1.366 0.995  -0.556
C: -1.908 -1.787 -0.039  -0.261
C: 2.886 1.821 0.050  -0.975
C: -2.531 -0.590 -0.796  -0.832
C: 1.429 1.496 0.334  -0.224
H: -2.194 -0.578 -1.837  0.287
H: 3.443 0.940 -0.265  0.312
H: -3.606 -0.646 -0.698  0.291
H: 2.966 2.518 -0.792  0.262
H: -2.664 -2.277 0.497  0.320
H: 0.788 2.278 0.014  0.288
H: 3.384 2.325 0.872  0.310
H: -1.401 -2.458 -0.718  0.223
H: 1.619 -0.320 -0.412  0.304
H: -2.067 0.333 -0.447  0.228
H: -0.279 -0.900 0.541  0.317
H: 1.268 1.302 1.392  0.257

*3*
# C4H12O2

3 unconnected molecules or ions with the total composition C4H12O2 (ωB97M-V with the def2-TZVPD basis set, OMol25).

SMILES: C/C=C/C.O.O
E_LUMO in eV: 0.542
Molecular weight in u: 92.14
HOMO in eV: -8.918

Last column: Mulliken charge in e.
Geometry (Å):
O: -2.061 1.944 0.638  -0.631
O: -0.839 -0.826 2.151  -0.564
C: 2.475 0.096 0.386  -1.020
C: -0.431 -0.678 -2.294  -1.157
C: 1.372 -0.649 -0.384  0.031
C: 0.311 -0.049 -1.098  0.176
H: -1.405 -1.550 1.874  0.308
H: -0.011 -0.354 -3.251  0.296
H: -2.926 1.848 1.024  0.332
H: -1.113 -0.174 1.530  0.125
H: -0.487 -1.788 -2.498  0.331
H: 3.262 0.524 -0.224  0.302
H: 1.993 0.945 0.978  0.255
H: -1.503 -0.451 -2.381  0.343
H: -0.313 0.608 -0.426  -0.048
H: 3.025 -0.546 1.135  0.290
H: 1.842 -1.552 -0.851  0.245
H: -1.531 1.227 1.110  0.385

*4*
# C4H12O2

2 unconnected molecules or ions with the total composition C4H12O2 (ωB97M-V with the def2-TZVPD basis set, OMol25).

SMILES: CC(C)O.CO
E_LUMO in eV: 0.771
Molecular weight in u: 92.14
HOMO in eV: -10.190

Last column: Mulliken charge in e.
Geometry (Å):
O: -17.469 -14.492 -4.264  -0.558
O: -14.873 -13.263 -11.261  -0.504
C: -15.969 -15.373 -5.996  -1.271
C: -18.298 -14.576 -6.578  -1.271
C: -13.579 -13.897 -11.478  -0.515
C: -17.343 -15.215 -5.506  0.505
H: -17.635 -16.206 -5.157  0.268
H: -17.136 -15.147 -3.647  0.336
H: -14.821 -12.458 -10.741  0.305
H: -12.730 -13.255 -11.245  0.240
H: -15.376 -16.012 -5.342  0.350
H: -18.207 -15.047 -7.557  0.370
H: -13.389 -14.817 -10.926  0.237
H: -15.956 -15.860 -6.971  0.324
H: -18.189 -13.500 -6.720  0.340
H: -15.525 -14.391 -6.156  0.305
H: -19.307 -14.822 -6.247  0.303
H: -13.399 -14.113 -12.532  0.236

The data favor *2*; the next most stable structure lies 32.4 kJ/mol above it.

*1*
# C4H12O2

A molecular structure, C4H12O2 (ωB97M-V with the def2-TZVPD basis set, OMol25).

E_LUMO in eV: 0.566
Molecular weight in u: 92.14
HOMO in eV: -8.553

Last column: Mulliken charge in e.
Geometry (Å):
O: -0.003 -0.514 0.873  -0.661
O: 0.868 0.264 -0.842  -0.459
C: 1.085 1.554 -0.298  -0.398
C: 0.323 1.642 1.039  -0.947
C: -0.685 -2.110 -0.708  -1.068
C: -1.143 -1.114 0.328  -0.334
H: -1.519 -2.804 -0.815  0.374
H: -0.637 1.129 1.114  0.229
H: 0.815 2.324 -1.021  0.341
H: -0.601 -1.646 -1.690  0.238
H: 0.935 1.162 1.803  0.255
H: -1.813 -0.343 -0.053  0.254
H: 0.072 2.667 1.310  0.361
H: 0.190 -2.725 -0.498  0.286
H: -1.726 -1.508 1.160  0.385
H: 0.298 0.111 0.209  0.524
H: 2.171 1.624 -0.252  0.280
H: 1.370 0.288 -1.660  0.339

*2*
# C4H12O2

3 unconnected molecules or ions with the total composition C4H12O2 (ωB97M-V with the def2-TZVPD basis set, OMol25).

SMILES: C=C(C)C.O.O
E_LUMO in eV: 0.706
Molecular weight in u: 92.14
HOMO in eV: -9.077

Last column: Mulliken charge in e.
Geometry (Å):
O: 3.083 -0.549 -1.514  -0.656
O: -3.286 -0.284 2.623  -0.627
C: 0.229 0.390 -0.326  0.797
C: 0.749 1.650 -0.335  -0.987
C: 0.632 -0.935 0.318  -0.906
C: -1.060 0.181 -1.007  -1.491
H: -0.851 -0.583 -1.720  0.312
H: 1.005 -1.504 -0.533  0.155
H: 1.506 1.822 0.276  0.365
H: 0.203 2.405 -0.823  0.306
H: -1.693 -0.131 -0.280  0.337
H: 2.230 -0.468 -2.040  0.334
H: 1.228 -0.950 1.268  0.320
H: -3.750 0.201 2.016  0.301
H: -3.005 0.271 3.387  0.323
H: 3.183 -1.495 -1.291  0.319
H: -1.484 0.947 -1.581  0.459
H: -0.250 -1.574 0.551  0.338

The data favor *2*; the next most stable structure lies 227.3 kJ/mol above it.

*1*
# C4H5N

A single C4H5N molecule (ωB97M-V with the def2-TZVPD basis set, OMol25).

E_LUMO in eV: 0.947
Molecular weight in u: 67.09
HOMO in eV: -9.704

Last column: Mulliken charge in e.
Geometry (Å):
N: -1.287 -1.710 0.758  -0.025
C: -2.425 -1.816 0.751  -0.166
C: -0.040 -1.379 0.928  -0.208
C: -0.364 0.698 -0.379  -0.857
C: 0.412 -0.220 0.472  -0.151
H: 0.292 -1.999 1.733  0.355
H: -1.369 0.236 -0.583  0.214
H: 1.372 0.093 0.922  0.296
H: -0.563 1.505 0.418  0.219
H: -0.004 1.047 -1.340  0.323

*2*
# C4H5N

A molecular structure, C4H5N (ωB97M-V with the def2-TZVPD basis set, OMol25).

E_LUMO in eV: 0.728
Molecular weight in u: 67.09
HOMO in eV: -8.123

Last column: Mulliken charge in e.
Geometry (Å):
N: 2.008 0.229 1.076  -0.485
C: 0.864 -0.202 0.943  0.418
C: -0.431 -0.383 1.130  -0.491
C: -0.738 -0.283 -0.272  -0.007
C: -0.710 0.674 -1.223  -0.787
H: -1.430 0.715 -2.027  0.258
H: 2.750 -0.126 0.484  0.282
H: -0.918 -1.029 1.841  0.293
H: 0.122 1.361 -1.265  0.276
H: -1.518 -0.956 -0.686  0.242

The data favor *1*; the next most stable structure lies 119.0 kJ/mol above it.

*1*
# C3H6N4S

A single C3H6N4S molecule (ωB97M-V with the def2-TZVPD basis set, OMol25).

SMILES: [H]/N=C\N/N=C\C=N/S
E_LUMO in eV: 0.004
Molecular weight in u: 130.18
HOMO in eV: -9.346

Last column: Mulliken charge in e.
Geometry (Å):
S: -2.229 1.457 -0.029  -0.074
N: 0.396 -0.750 -0.483  -0.632
N: -2.232 0.220 1.120  -0.411
N: 2.799 0.593 -1.165  -0.617
N: 0.784 0.400 0.110  0.261
C: 2.006 0.963 -0.252  -0.004
C: -1.593 -0.879 0.987  -0.138
C: -0.682 -1.326 -0.101  -0.145
H: -0.881 -2.291 -0.592  0.361
H: -1.766 -1.608 1.774  0.369
H: 0.293 0.693 0.947  0.248
H: 2.227 1.854 0.360  0.309
H: 2.417 -0.244 -1.616  0.295
H: -1.540 0.919 -1.059  0.179

*2*
# C3H6N4S

A single C3H6N4S molecule (ωB97M-V with the def2-TZVPD basis set, OMol25).

SMILES: [H]/N=C(\NC=S)N/C=N/[H]
E_LUMO in eV: -0.306
Molecular weight in u: 130.18
HOMO in eV: -9.005

Last column: Mulliken charge in e.
Geometry (Å):
S: 0.783 0.949 -2.626  -0.369
N: -0.236 -0.648 1.539  -0.311
N: 0.359 -0.885 -0.699  -0.219
N: -1.320 -0.961 3.506  -0.634
N: -0.480 1.179 0.101  -0.593
C: 0.864 -0.487 -1.892  0.034
C: -0.205 -0.065 0.219  0.409
C: -0.761 -0.043 2.599  0.037
H: -0.645 1.143 2.772  0.280
H: -0.705 -1.827 1.492  0.374
H: 1.615 -1.331 -2.110  0.214
H: 1.017 -1.729 -0.363  0.342
H: -0.044 1.548 -0.782  0.190
H: -1.425 -0.210 4.309  0.245

*3*
# C3H6N4S

A molecular structure, C3H6N4S (ωB97M-V with the def2-TZVPD basis set, OMol25).

E_LUMO in eV: 0.370
Molecular weight in u: 130.18
HOMO in eV: -7.407

Last column: Mulliken charge in e.
Geometry (Å):
S: -2.626 -1.140 -0.071  -0.338
N: 2.418 -1.062 -0.057  -0.613
N: 0.023 -1.394 -0.252  -0.641
N: 0.769 0.713 -0.030  -0.025
N: -1.141 2.031 0.093  -0.650
C: -0.562 0.754 -0.062  0.274
C: -1.035 -0.563 -0.159  0.235
C: 1.085 -0.602 -0.160  0.258
H: 1.442 1.396 -0.022  0.110
H: -2.447 -1.875 1.047  0.123
H: -2.347 1.886 -0.381  0.342
H: 2.304 -2.027 -0.286  0.354
H: 2.679 -0.993 1.007  0.276
H: -0.563 2.874 -0.667  0.294

*4*
# C3H6N4S

A single C3H6N4S molecule (ωB97M-V with the def2-TZVPD basis set, OMol25).

SMILES: CCSn1ncnn1
E_LUMO in eV: 0.110
Molecular weight in u: 130.18
HOMO in eV: -9.367

Last column: Mulliken charge in e.
Geometry (Å):
S: 0.778 1.568 0.487  -0.045
N: 1.827 -1.687 2.029  -0.379
N: 1.391 -0.426 2.071  -0.418
N: 1.010 -0.114 0.898  0.789
N: 1.118 -1.130 0.020  -0.556
C: 1.637 -2.088 0.757  0.025
C: -1.895 0.915 -0.622  -0.819
C: -0.519 1.256 -1.245  -0.606
H: 1.863 -3.169 0.486  0.357
H: -2.544 0.701 -1.468  0.335
H: -0.200 0.424 -1.841  0.301
H: -2.284 1.621 0.157  0.301
H: -0.404 2.245 -1.508  0.437
H: -1.776 -0.115 -0.223  0.278

The data favor *3*; the next most stable structure lies 17.6 kJ/mol above it.